Entry 1:
{"formula": "C3H3N5", "method": "wB97M-V/def2-TZVPD", "smiles": "N=c1ncnncn1", "homo_lumo_gap_ev": 7.87, "lumo_ev": -1.317, "homo_ev": -9.19, "e_above_lowest_kcal_mol": 95.0, "species": ["N", "C", "N", "C", "N", "N", "C", "N", "H", "H", "H"], "xyz": [[-1.829, -0.790, -1.042], [-0.707, -0.335, -0.853], [0.402, -1.042, -0.570], [0.851, -0.914, 0.552], [0.555, 0.020, 1.547], [0.316, 1.169, 1.240], [0.326, 1.712, -0.040], [-0.229, 1.032, -1.005], [-1.582, -1.943, -0.897], [1.552, -1.783, 1.187], [0.345, 2.875, -0.118]], "lowdin_charge": [0.162, -0.612, 0.128, -0.235, 0.039, 0.023, -0.159, 0.158, 0.167, 0.180, 0.149]}

=====

Entry 2:
{"formula": "C3H3NO", "method": "wB97M-V/def2-TZVPD", "homo_lumo_gap_ev": 8.32, "lumo_ev": 0.102, "homo_ev": -8.22, "e_above_lowest_kcal_mol": 68.1, "species": ["C", "C", "C", "N", "O", "H", "H", "H"], "xyz": [[-1.537, 0.577, -0.200], [-1.147, 2.463, 0.676], [-0.183, -0.001, -0.059], [-1.905, 1.524, 0.636], [-0.616, 3.485, 0.559], [-0.332, -1.013, 0.328], [0.496, 0.547, 0.608], [0.253, -0.119, -1.052]], "lowdin_charge": [-0.097, -0.328, -0.131, 0.109, 0.213, 0.085, 0.073, 0.075]}

=====

Entry 3:
{"formula": "C3H3NO", "method": "wB97M-V/def2-TZVPD", "smiles": "c1cnoc1", "homo_lumo_gap_ev": 11.36, "lumo_ev": 1.028, "homo_ev": -10.33, "e_above_lowest_kcal_mol": 38.0, "species": ["C", "C", "N", "O", "C", "H", "H", "H"], "xyz": [[-0.821, -0.002, 0.007], [0.188, -1.091, 0.041], [1.432, -0.715, -0.003], [1.312, 0.668, 0.011], [0.005, 1.043, -0.028], [-1.962, 0.123, -0.125], [0.130, -2.118, -0.054], [-0.284, 2.092, 0.151]], "lowdin_charge": [-0.041, -0.148, 0.075, -0.077, -0.159, 0.136, 0.080, 0.135]}

=====

Entry 4:
{"formula": "C3H3NO", "method": "wB97M-V/def2-TZVPD", "smiles": "c1cocn1", "homo_lumo_gap_ev": 10.57, "lumo_ev": 1.055, "homo_ev": -9.51, "e_above_lowest_kcal_mol": 4.5, "species": ["C", "C", "O", "C", "N", "H", "H", "H"], "xyz": [[0.632, -0.150, 0.772], [-0.609, 0.368, 0.719], [-0.988, 0.296, -0.567], [0.032, -0.199, -1.215], [1.040, -0.522, -0.461], [1.198, -0.372, 1.651], [-1.350, 0.747, 1.434], [0.046, -0.167, -2.332]], "lowdin_charge": [-0.160, -0.109, 0.033, -0.234, 0.087, 0.102, 0.131, 0.151]}

=====

Entry 5:
{"formula": "C3H3NO", "method": "wB97M-V/def2-TZVPD", "smiles": "O=C[C@@H]1C=N1", "homo_lumo_gap_ev": 10.79, "lumo_ev": 0.729, "homo_ev": -10.06, "e_above_lowest_kcal_mol": 47.5, "species": ["O", "C", "C", "C", "N", "H", "H", "H"], "xyz": [[2.022, -1.258, -0.315], [1.453, -0.251, 0.009], [0.045, 0.122, -0.356], [-1.081, -0.795, -0.735], [-0.535, -0.252, -1.706], [1.936, 0.536, 0.613], [-0.245, 1.110, -0.006], [-1.815, -1.471, -0.374]], "lowdin_charge": [0.056, -0.258, -0.230, -0.053, 0.161, 0.113, 0.103, 0.108]}

=====

Entry 6:
{"formula": "C3H3NO", "method": "wB97M-V/def2-TZVPD", "smiles": "C1=CO1.C#N", "homo_lumo_gap_ev": 8.95, "lumo_ev": 1.172, "homo_ev": -7.78, "e_above_lowest_kcal_mol": 114.6, "species": ["C", "C", "O", "H", "H", "C", "N", "H"], "xyz": [[-0.473, -0.071, 0.661], [-0.209, 1.028, 0.091], [0.508, -0.001, -0.434], [-0.951, -0.922, 1.048], [-0.158, 2.064, -0.168], [-0.314, -2.483, -1.527], [-1.168, -2.374, -0.804], [0.343, -2.884, -2.264]], "lowdin_charge": [-0.025, -0.105, -0.129, 0.064, 0.109, -0.058, 0.079, 0.066]}